Molecular formula: C29H23AlF12NO2Te
Method: DFT, ωB97M-V with the def2-TZVPD basis set

Element x y z (Å)
Al (8.8271, 13.4293, 8.8691)
C (12.3035, 16.2051, 13.3585)
C (11.4156, 15.1981, 12.7175)
C (10.1958, 14.8276, 13.2334)
C (9.3299, 13.9770, 12.5813)
C (9.7375, 13.3650, 11.3544)
N (8.7752, 12.6905, 10.6024)
C (8.2071, 11.5092, 11.0025)
C (8.5633, 10.9592, 12.3048)
C (8.2268, 9.6701, 12.6750)
C (7.5540, 8.8301, 11.7853)
C (7.0465, 7.4555, 12.2224)
C (7.1062, 9.3634, 10.5748)
C (7.4734, 10.6948, 10.1328)
C (7.0939, 11.1751, 8.6934)
O (7.6420, 12.3499, 8.2471)
C (5.5560, 11.3944, 8.7181)
F (5.3194, 12.2175, 9.7941)
F (5.0156, 12.0190, 7.6859)
F (4.8199, 10.2322, 8.9510)
C (7.3681, 10.0937, 7.5903)
F (6.8637, 8.8901, 7.8095)
F (8.6553, 9.9455, 7.2940)
F (6.7584, 10.4456, 6.3820)
C (10.9903, 13.6870, 10.8695)
C (11.8315, 14.5990, 11.5138)
C (11.4476, 13.0309, 9.5043)
O (10.5052, 13.3050, 8.5088)
C (11.6236, 11.4712, 9.6821)
F (12.6543, 10.9936, 8.9385)
F (10.5627, 10.7436, 9.3013)
F (11.8746, 11.1522, 10.9526)
C (12.8714, 13.5892, 9.0819)
F (13.8437, 13.2135, 9.9428)
F (12.7963, 14.8985, 8.9994)
F (13.3225, 13.1642, 7.8740)
H (12.7430, 15.8282, 14.2975)
H (11.8122, 17.1236, 13.5403)
H (13.1719, 16.4083, 12.7015)
H (9.8476, 15.2571, 14.2187)
H (8.3212, 13.7584, 12.9247)
H (9.1436, 11.5890, 13.0385)
H (8.4577, 9.4007, 13.6585)
H (7.6256, 7.0596, 13.0786)
H (7.1102, 6.6789, 11.4617)
H (6.0452, 7.5753, 12.5521)
H (6.5835, 8.6891, 9.8828)
H (12.7218, 14.9668, 11.0406)
C (13.3883, 19.1213, 7.3735)
C (12.2237, 18.2292, 7.6148)
C (11.7888, 17.3891, 6.6383)
C (10.6296, 16.6781, 6.8270)
C (10.2051, 15.7915, 5.7535)
C (9.9268, 16.7932, 8.0698)
Te (8.0044, 15.8353, 8.2505)
C (10.4103, 17.5564, 9.1267)
C (9.8186, 17.6403, 10.5010)
C (11.5679, 18.2648, 8.8312)
H (13.3285, 19.6339, 6.3823)
H (14.3407, 18.6173, 7.4115)
H (13.4432, 19.9464, 8.1000)
H (12.3272, 17.4315, 5.7344)
H (10.9468, 15.8352, 5.0009)
H (9.2953, 16.1176, 5.2591)
H (9.9853, 14.7720, 6.1324)
H (9.9232, 16.5999, 10.9161)
H (8.7777, 17.8637, 10.5458)
H (10.3485, 18.3717, 11.1124)
H (11.9435, 18.9740, 9.5713)

## Properties
* E_HOMO: -4.76 eV
* LUMO level: 2.48 eV
* total charge: -1
* orbital gap: 7.2 eV